[1]
{"formula": "CH8N2O", "method": "wB97M-V/def2-TZVPD", "homo_lumo_gap_ev": 10.24, "max_force_ev_per_a": 1.41, "spin_multiplicity": 1, "e_above_lowest_kj_mol": 35.0, "e_tot_ha": -227.62771, "smiles": "NCN.O", "species": ["N", "C", "N", "H", "H", "H", "H", "H", "H", "O", "H", "H"], "xyz": [[1.80670, 0.56409, -1.90039], [0.36442, 0.40367, -1.94380], [-0.19532, -0.61938, -2.79276], [2.31716, -0.30218, -1.88296], [2.17490, 1.18999, -2.60244], [0.05635, 0.21875, -0.91873], [-0.09586, 1.37164, -2.12658], [0.41896, -1.41384, -2.90880], [-0.25887, -0.27676, -3.75398], [-2.46920, -0.63062, 7.11867], [-2.51052, 0.32258, 6.98387], [-1.60872, -0.82794, 6.72790]]}

---

[2]
{"formula": "C28H47BrF2IN4O8PS2", "method": "wB97M-V/def2-TZVPD", "homo_lumo_gap_ev": 6.94, "max_force_ev_per_a": 1.88, "spin_multiplicity": 1, "e_tot_ha": -6125.17214, "species": ["C", "C", "C", "Br", "C", "C", "P", "O", "O", "O", "C", "C", "C", "C", "I", "C", "C", "C", "C", "O", "N", "C", "C", "N", "C", "C", "C", "C", "C", "N", "C", "C", "C", "C", "C", "C", "C", "C", "H", "H", "H", "H", "H", "H", "H", "H", "H", "H", "H", "H", "H", "H", "H", "H", "H", "H", "H", "H", "H", "H", "H", "H", "H", "H", "H", "H", "H", "H", "H", "H", "H", "H", "H", "H", "H", "H", "H", "H", "H", "H", "H", "H", "H", "H", "H", "N", "S", "O", "O", "F", "S", "O", "O", "F"], "xyz": [[0.03514, -3.76311, 1.28645], [0.48542, -2.35289, 0.90278], [-0.51517, -1.17279, 0.86847], [-2.05925, -1.77034, 1.97697], [-0.92072, -0.53674, -0.52156], [-1.50715, -1.66410, -1.42252], [-0.81178, -3.04202, -2.37594], [0.04219, -4.03402, -1.72559], [-2.18852, -3.75205, -2.86549], [-0.27709, -2.55955, -3.79026], [-2.21168, 0.36523, -0.11619], [-3.59391, -0.20396, -0.44906], [-4.80869, 0.50425, 0.18092], [-5.47443, 1.58388, -0.69977], [-4.52840, 1.28342, 2.15674], [-2.24266, 1.80639, -0.67238], [-0.90123, 2.42291, -0.34883], [-1.00237, 3.94530, -0.31289], [-1.52448, 4.31809, 1.06521], [-2.61760, 4.77084, 1.19271], [-0.62107, 4.04848, 2.10347], [-1.30498, 3.89289, 3.39991], [0.46070, 5.05782, 2.13486], [-0.01469, 1.80098, -1.38338], [1.12028, 2.68616, -1.75976], [0.35370, 0.32477, -1.11866], [1.50682, 0.31414, -0.09001], [2.85262, 1.02366, -0.20568], [3.04603, 2.24604, 0.69536], [3.81843, 0.57454, -0.87081], [0.74055, -0.11224, -2.56482], [2.04430, -0.81347, -2.84842], [2.48388, -1.99559, -2.26348], [3.71184, -2.56422, -2.59869], [4.54964, -1.94382, -3.52377], [4.13681, -0.75705, -4.13344], [5.04280, -0.07182, -5.11890], [2.89414, -0.22413, -3.80071], [0.84466, -4.41956, 0.97342], [-0.06810, -3.90444, 2.35334], [-0.82268, -4.11463, 0.73016], [1.21876, -2.09002, 1.66613], [1.06866, -2.44935, -0.00316], [-0.18181, -0.39964, 1.54058], [-2.11799, -1.18450, -2.18421], [-2.14530, -2.23664, -0.75721], [-2.84647, -3.77821, -2.16351], [-0.31550, -3.30152, -4.40669], [-2.12438, 0.61642, 0.93094], [-3.71090, -1.25349, -0.22252], [-3.73016, -0.12331, -1.52751], [-5.56699, -0.25326, 0.31872], [-6.53590, 1.58969, -0.48356], [-5.12054, 2.56641, -0.40458], [-5.27787, 1.40986, -1.75132], [-2.51605, 1.90452, -1.72600], [-2.97806, 2.36902, -0.10629], [-0.56123, 2.07754, 0.62069], [-0.07517, 4.50082, -0.43560], [-1.71517, 4.30214, -1.04588], [-2.33401, 3.59418, 3.25559], [-0.82096, 3.09362, 3.95151], [-1.30100, 4.80287, 3.99077], [0.38289, 5.67488, 3.02176], [0.39946, 5.72603, 1.28098], [1.43901, 4.58673, 2.11108], [-0.57587, 1.75857, -2.22941], [1.55244, 3.19209, -0.91256], [0.74223, 3.44283, -2.43796], [1.90487, 2.16152, -2.28694], [1.78085, -0.72255, 0.03675], [1.10753, 0.70199, 0.83812], [3.46425, 3.05328, 0.10619], [2.09796, 2.57620, 1.11535], [3.70708, 1.98190, 1.51205], [4.65176, 1.14225, -0.73354], [0.83025, 0.77152, -3.19460], [-0.10627, -0.57697, -3.05926], [1.87223, -2.53110, -1.55725], [3.99152, -3.49477, -2.13327], [5.50823, -2.36077, -3.78627], [4.48971, 0.58770, -5.77818], [5.73683, 0.55631, -4.56042], [5.63622, -0.79299, -5.66609], [2.59133, 0.69437, -4.29186], [0.11276, -5.27818, 6.50410], [0.06789, -4.06364, 5.49836], [0.46257, -2.79883, 6.03182], [-1.00944, -4.07159, 4.55735], [1.32594, -4.48349, 4.60497], [-0.96659, -5.24009, 7.65624], [-0.65779, -6.18202, 8.67783], [-2.32132, -5.13147, 7.22114], [-0.68382, -3.83410, 8.35684]]}

---

[3]
{"formula": "C39H61BiF5N6P2S2Si3", "method": "wB97M-V/def2-TZVPD", "homo_lumo_gap_ev": 7.30, "charge": 1, "max_force_ev_per_a": 4.07, "spin_multiplicity": 1, "e_above_lowest_kj_mol": 37.8, "e_tot_ha": -4912.50557, "species": ["Bi", "C", "Si", "C", "C", "C", "Si", "C", "C", "C", "Si", "C", "C", "C", "C", "C", "C", "C", "N", "H", "H", "H", "H", "H", "H", "H", "H", "H", "H", "H", "H", "H", "H", "H", "H", "H", "H", "H", "H", "H", "H", "H", "H", "H", "H", "H", "H", "N", "N", "C", "N", "S", "H", "H", "H", "H", "H", "F", "C", "C", "F", "C", "F", "C", "S", "C", "F", "C", "F", "C", "P", "C", "N", "C", "C", "C", "C", "C", "C", "N", "C", "P", "C", "C", "C", "C", "C", "C", "C", "C", "C", "H", "H", "H", "H", "H", "H", "H", "H", "H", "H", "H", "H", "H", "H", "H", "H", "H", "H", "H", "H", "H", "H", "H", "H", "H", "H", "H", "H"], "xyz": [[0.49855, -2.15965, 2.23627], [0.81316, -2.52468, -2.74328], [1.40279, -2.62380, -0.96680], [1.86108, -0.91772, -0.29112], [2.87920, -3.80798, -0.91134], [0.00347, -3.31213, 0.22200], [-1.65972, -2.69905, -0.32595], [-1.73920, -0.82738, -0.12943], [-2.31324, -3.15182, -2.02629], [-3.06016, -3.49127, 0.68090], [-0.22094, -5.10307, 0.79648], [-1.32032, -6.34731, -0.11093], [1.39685, -6.00876, 1.05983], [-0.79920, -5.08879, 2.55352], [-1.08947, -6.26081, 3.28364], [-1.18470, -6.27810, 4.65947], [-1.03851, -5.07824, 5.35456], [-0.77344, -3.88008, 4.60453], [-0.61435, -3.93243, 3.27498], [1.61423, -2.76170, -3.44867], [0.37398, -1.62156, -3.03604], [0.05723, -3.29201, -2.86793], [2.67656, -0.60238, -0.86537], [2.30124, -0.87830, 0.74929], [1.16419, -0.12493, -0.38644], [3.64468, -3.36306, -1.52603], [2.48688, -4.69673, -1.47775], [3.14126, -3.98654, 0.09490], [-1.13188, -0.19435, -0.75604], [-1.61297, -0.52109, 0.95089], [-2.69821, -0.44573, -0.38714], [-1.86203, -2.62968, -2.83647], [-3.41853, -2.98818, -2.02391], [-2.23197, -4.21641, -2.28546], [-2.93387, -3.19067, 1.69426], [-3.02783, -4.57656, 0.74979], [-4.02823, -3.16983, 0.32238], [-0.88627, -6.34303, -1.11623], [-2.38433, -6.13395, -0.12256], [-1.18227, -7.34712, 0.19558], [2.03625, -6.18313, 0.21030], [1.09342, -6.97061, 1.49692], [2.04941, -5.42611, 1.71928], [-1.21210, -7.14457, 2.67080], [-1.42638, -7.18127, 5.11844], [-1.17546, -5.00974, 6.41909], [-0.60898, -2.98808, 5.09794], [-0.06147, 0.35532, 5.62486], [-0.84799, 1.20851, 4.86803], [-1.86398, 0.76225, 4.06752], [-2.56883, 1.67417, 3.45160], [-2.28445, -0.86807, 3.85886], [-0.20776, 0.31016, 6.63816], [0.93226, 0.56649, 5.51516], [-0.92030, 2.09242, 5.30134], [-2.24394, 2.65114, 3.42819], [-3.38885, 1.37912, 2.98708], [6.32803, 1.61240, 3.27483], [5.48982, 0.58369, 3.11743], [4.43545, 0.43700, 3.98904], [4.13924, 1.34364, 4.90731], [3.62193, -0.65685, 3.80331], [2.47736, -0.78595, 4.49258], [3.77676, -1.59613, 2.80213], [2.84485, -3.10936, 2.76541], [4.94569, -1.51760, 2.03974], [5.37034, -2.49480, 1.28921], [5.80300, -0.38326, 2.18155], [6.91939, -0.43344, 1.54234], [0.41521, 2.25363, -5.33809], [-0.40944, 1.78733, -3.70530], [-0.53289, 3.49263, -3.03830], [-0.79820, 4.45592, -3.85724], [-0.88586, 5.74499, -3.44655], [-1.13524, 6.90341, -4.28906], [-1.03685, 8.19209, -3.77671], [-0.75965, 8.42317, -2.40532], [-0.47854, 7.35932, -1.58124], [-0.45192, 6.05654, -2.15306], [-0.08071, 5.10792, -1.28908], [-0.15298, 3.86225, -1.70433], [0.37254, 2.38154, -0.57528], [2.14426, 2.34572, -1.03645], [0.49924, 3.15795, 1.07630], [-0.82515, 3.92515, 1.33039], [1.64883, 4.17785, 1.23016], [0.65765, 1.84462, 1.95703], [-2.16243, 1.41229, -4.21926], [-2.89370, 2.53391, -5.02512], [-2.89534, 1.09955, -2.93008], [-2.09654, 0.13564, -5.08102], [-0.24362, 2.67160, -6.11669], [0.89589, 1.27957, -5.74552], [1.13024, 3.01978, -5.13543], [-1.36884, 6.80234, -5.36943], [-1.29975, 9.02116, -4.45784], [-0.61533, 9.42068, -2.11706], [-0.19085, 7.56323, -0.52388], [2.81392, 1.92125, -0.13819], [2.62524, 3.25486, -1.28603], [2.32438, 1.73032, -1.86366], [-0.87983, 4.17093, 2.44899], [-1.72492, 3.45954, 0.94909], [-0.74491, 4.93132, 0.91825], [1.77141, 4.87487, 0.38855], [2.60169, 3.65693, 1.39129], [1.42929, 4.70608, 2.13406], [-0.28217, 1.28115, 1.82186], [0.81013, 2.13424, 2.99832], [1.56337, 1.26124, 1.61229], [-3.62209, 3.15107, -4.46044], [-3.50015, 2.15661, -5.83712], [-2.19713, 3.10798, -5.53438], [-3.16990, 1.88509, -2.21362], [-2.46364, 0.25634, -2.38870], [-3.92658, 0.84247, -3.25598], [-1.58071, 0.04257, -6.05007], [-3.14334, -0.16732, -5.34148], [-1.71056, -0.73977, -4.49013]]}